Record 1
The following is a DFT calculation (the ωB97M-V functional and the def2-TZVPD basis) of a molecular structure, C12H28F6HgN2O18S4 at a distorted geometry.

Geometry as ORCA input:
```
! RIJCOSX wB97M-V def2-TZVPD def2/J DEFGRID3
* xyz -4 1
Hg 0.8210 -0.5818 0.5641
S 2.6922 -3.1175 4.7272
O 2.6715 -2.3935 3.4569
O 3.6235 -4.1940 4.4949
O 3.0153 -2.3001 5.8457
O 1.4475 -3.8303 4.8747
S 0.3725 2.2462 5.3323
O -0.3483 1.7325 6.5157
O 1.7914 2.3880 5.5426
O 0.0488 1.5483 4.1216
O -0.0124 3.6623 5.2227
C 1.4683 -6.6462 -3.0086
F 0.7609 -6.2912 -4.0631
F 1.5525 -7.9596 -2.8680
F 2.7088 -6.0872 -3.1920
S 0.6576 -5.9665 -1.3467
O 1.5425 -6.3041 -0.2588
O 0.4682 -4.4656 -1.4056
O -0.5903 -6.6659 -1.1952
C 6.3067 4.1855 -0.0168
F 6.7832 3.1653 -0.7111
F 7.1907 4.7992 0.7722
F 5.6072 5.0426 -0.7476
S 5.0494 3.4625 1.1828
O 4.1339 2.6336 0.4247
O 5.8462 2.6851 2.1380
O 4.3434 4.5200 1.9787
C -2.4219 4.4319 -0.8138
C -1.8570 5.0548 -2.0383
O -2.6233 6.0557 -2.6370
O -1.5002 3.4851 -0.3230
H -3.3702 4.0655 -1.2069
H -2.6642 5.1939 -0.0730
H -1.6087 4.4183 -2.8876
H -0.9473 5.5095 -1.6461
H -2.9906 5.8521 -3.5003
H -1.5757 3.5411 0.6324
C 4.6141 -1.4452 -4.3518
C 3.5415 -0.9386 -3.4689
C 2.1430 -1.2165 -4.0873
O 1.2488 -0.4839 -3.2803
C -0.0900 -0.5880 -3.7627
N 3.6336 -1.6402 -2.1688
H 4.5350 -0.9876 -5.3379
H 4.4153 -2.5102 -4.4716
H 5.6463 -1.3455 -4.0160
H 3.7019 0.1372 -3.3986
H 1.9395 -2.2851 -4.1570
H 2.1200 -0.8499 -5.1135
H -0.0045 -0.4647 -4.8423
H -0.6378 0.2973 -3.4400
H -0.6436 -1.4905 -3.5034
H 4.4115 -1.2166 -1.6835
H 3.9796 -2.5521 -2.4312
C -5.6252 -1.4766 0.8453
C -4.7047 -0.5522 1.5914
C -5.2631 0.1147 2.9633
O -6.3743 0.8447 2.4316
C -6.9597 1.7355 3.4123
N -3.5565 -1.2572 2.1058
H -5.0314 -1.9572 0.0677
H -6.5526 -0.9810 0.5584
H -5.9864 -2.3173 1.4377
H -4.4135 0.2742 0.9432
H -4.5394 0.6386 3.5877
H -5.5740 -0.6985 3.6192
H -6.2316 2.4298 3.8318
H -7.3474 1.0332 4.1502
H -7.8201 2.3034 3.0581
H -3.6007 -2.2505 1.9281
H -3.3666 -1.1791 3.0947
*
```

Results
Orbital gap, eV: 2.2

Record 2
The following is a DFT calculation (the ωB97M-V functional and the def2-TZVPD basis) of a molecular structure, C12H28FeN4O8S at a distorted geometry.

Geometry as ORCA input:
```
! RIJCOSX wB97M-V def2-TZVPD def2/J DEFGRID3
* xyz 0 5
Fe -10.9467 -31.3300 -2.1404
S -11.2826 -33.6400 -3.3631
O -10.8474 -33.8524 -4.7441
O -10.2250 -33.1261 -2.4627
O -12.2299 -32.5139 -3.2384
O -11.8159 -34.9348 -2.9173
C -11.7363 -32.0831 0.9288
O -11.4990 -31.7691 -0.2178
N -12.3454 -33.2407 1.2563
C -12.3559 -33.6633 2.6345
C -12.8056 -34.1717 0.2477
H -11.4852 -31.4931 1.8225
H -13.3203 -33.5927 3.1450
H -11.5866 -33.1190 3.1835
H -12.0740 -34.7112 2.7693
H -13.1308 -33.6658 -0.6647
H -12.0220 -34.8372 -0.1192
H -13.6944 -34.6853 0.6124
C -12.2442 -28.3410 -2.0028
O -12.0855 -29.5430 -2.1167
N -12.8863 -27.5840 -2.9031
C -13.2379 -26.2161 -2.5988
C -13.4557 -28.1313 -4.1160
H -11.7718 -27.7255 -1.2234
H -14.3211 -26.0988 -2.5067
H -13.0009 -25.5641 -3.4463
H -12.7125 -25.8253 -1.7317
H -13.4866 -29.2169 -4.1275
H -14.4761 -27.7672 -4.2638
H -12.9272 -27.7340 -4.9872
C -10.4444 -30.2665 -5.1261
O -10.1613 -30.5312 -3.9660
N -9.5893 -29.9228 -6.0933
C -9.9296 -29.6883 -7.4931
C -8.1621 -29.8212 -5.8042
H -11.4798 -30.3544 -5.4931
H -10.9359 -29.2675 -7.4648
H -9.9394 -30.6073 -8.0790
H -9.1990 -28.9963 -7.9022
H -7.9071 -30.1795 -4.8099
H -7.5362 -30.4536 -6.4340
H -7.8857 -28.7673 -5.8371
C -8.2383 -30.0387 -0.6990
O -9.1806 -30.4313 -1.3724
N -7.5787 -28.8912 -0.8873
C -6.4408 -28.5688 -0.0495
C -7.8229 -27.9879 -1.9809
H -7.7965 -30.6393 0.1083
H -6.5318 -27.6260 0.4964
H -5.5121 -28.4674 -0.6166
H -6.2017 -29.2777 0.7432
H -6.9833 -28.0240 -2.6771
H -8.7245 -28.2320 -2.5352
H -7.8493 -26.9403 -1.6726
*
```

Results
Expectation value of S²: 6.010
Orbital gap (alpha / beta), eV: 6.5 / 6.4

Record 3
The following is a DFT calculation (the ωB97M-V functional and the def2-TZVPD basis) of a single C12H28N3O9P3S2 molecule at a distorted geometry.

Geometry as ORCA input:
```
! RIJCOSX wB97M-V def2-TZVPD def2/J DEFGRID3
* xyz 0 1
C 1.7305 -3.6537 3.1590
C 2.9328 -2.5132 3.1225
C 2.2916 -0.9687 3.0613
O 1.2208 -0.9063 2.1031
C 1.5501 -0.1386 0.8539
N 2.9241 -0.7033 0.4310
O 1.8132 1.2071 1.2908
S 1.7746 2.3835 0.0722
O 2.1405 3.8253 0.4925
O 2.8230 2.0103 -0.9854
C -0.0447 2.1634 -0.4551
P -0.9841 2.2303 1.2552
S -0.2650 3.3861 2.6024
P -0.5804 3.6847 -1.3893
O -0.5809 4.8960 -0.3125
O -2.2557 3.7241 -1.9642
O 0.5554 4.3015 -2.6093
C -0.2216 0.6643 -1.1946
C -1.7672 0.4414 -1.7522
C -3.0430 0.5630 -0.8235
O -3.1103 -0.1724 0.4396
C -4.1753 0.4773 1.2496
O -3.9741 0.6971 2.5744
P 0.6623 0.6035 -2.9383
N 2.0696 -0.1688 -2.9574
C 0.3286 -0.4764 -0.1677
N 0.7295 -1.8022 -0.7486
C -0.2694 -2.5714 -1.5185
C -1.7167 -2.8680 -0.8128
H 0.9724 -3.5190 4.0402
H 2.1865 -4.7544 3.1669
H 1.1218 -3.5311 2.1410
H 3.5969 -2.6030 4.1098
H 3.6209 -2.7496 2.2061
H 1.8105 -0.8212 4.1453
H 3.1579 -0.1966 2.9943
H 3.0711 -0.6209 -0.5937
H 3.6985 -0.0957 0.8385
H -2.3396 2.7342 0.9859
H -1.1747 0.9222 1.8385
H -2.7919 4.3891 -1.4381
H 0.0102 4.3237 -3.4729
H -1.8701 1.2690 -2.6135
H -1.8881 -0.5610 -2.3931
H -3.3016 1.7188 -0.6664
H -3.9836 0.1681 -1.4516
H -5.2324 0.7735 0.8224
H 0.8944 1.9100 -3.4907
H -0.1523 -0.0963 -3.9376
H 2.0673 -0.9889 -3.5968
H -0.6039 -0.7246 0.5397
H 1.0338 -2.4651 0.0295
H -0.3505 -2.0813 -2.6051
H 0.2016 -3.6485 -1.7353
H -2.5689 -2.4394 -1.5216
H -1.8129 -2.5220 0.3012
H -1.9005 -4.0475 -0.8015
*
```

Results
Orbital gap, eV: 7.1
SMILES string: CCCO[C@]1(N)OS(=O)(=O)[C@@]([PH2]=S)(P(=O)(O)O)[C@@](CCOC=O)([PH2]=N)[C@H]1NCC

Record 4
The following is a DFT calculation (the ωB97M-V functional and the def2-TZVPD basis) of 4 unconnected molecules or ions with the total composition C12H28N4O4 at a distorted geometry.

Geometry as ORCA input:
```
! RIJCOSX wB97M-V def2-TZVPD def2/J DEFGRID3
* xyz 1 2
C 0.7924 -2.9924 2.5794
O -0.3121 -3.4458 2.2769
N 1.5016 -3.3399 3.6841
C 2.9046 -2.8168 3.8843
C 0.9075 -4.0004 4.7866
H 1.3509 -2.2852 1.9468
H 3.3566 -2.3164 3.0279
H 3.5981 -3.6539 3.9652
H 3.0855 -2.1433 4.7219
H -0.1598 -4.2191 4.7512
H 1.3674 -4.9869 4.8449
H 1.1560 -3.6297 5.7810
C 2.6908 -1.5369 -0.3383
O 3.3775 -1.0802 0.6005
N 1.4420 -1.0720 -0.6169
C 0.5755 -1.9685 -1.3992
C 0.8468 0.1072 -0.0967
H 3.0343 -2.3499 -0.9965
H 1.2089 -2.6105 -2.0115
H -0.0242 -1.4299 -2.1330
H -0.1156 -2.4525 -0.7091
H -0.0201 0.4910 -0.6346
H 0.4631 -0.1436 0.8922
H 1.5321 0.9545 -0.1214
C 0.3218 1.9235 -3.7227
O -0.2495 1.3184 -4.6308
N 0.2478 3.2554 -3.5043
C 0.8886 3.7850 -2.3474
C -0.6261 4.1503 -4.2445
H 0.9776 1.4168 -2.9979
H 1.1770 4.8264 -2.4903
H 1.7488 3.1963 -2.0285
H 0.3040 3.7578 -1.4278
H -1.1539 3.6439 -5.0526
H -1.3821 4.4903 -3.5367
H -0.1078 4.9858 -4.7153
C -2.3773 0.4107 1.3802
O -1.4557 0.8808 2.0892
N -2.9348 0.9750 0.3227
C -4.0592 0.3423 -0.1790
C -2.4686 2.1676 -0.3861
H -2.9447 -0.5050 1.6081
H -3.9039 -0.2033 -1.1098
H -4.8934 1.0241 -0.3441
H -4.5179 -0.3936 0.4814
H -3.2391 2.9385 -0.3824
H -1.5226 2.5582 -0.0110
H -2.3888 1.9758 -1.4561
*
```

Results
Expectation value of S²: 0.779
Orbital gap (alpha / beta), eV: 8.1 / 3.5

Record 5
The following is a DFT calculation (the ωB97M-V functional and the def2-TZVPD basis) of a molecular structure, C12H29BeN4O6P at a distorted geometry.

Geometry as ORCA input:
```
! RIJCOSX wB97M-V def2-TZVPD def2/J DEFGRID3
* xyz 0 1
O -0.6359 -1.2665 -3.9129
H -1.0634 -1.1866 -4.7845
Be -0.6378 0.2002 -0.8016
N 0.9152 -0.7633 -1.0504
N -1.1849 -1.5167 -0.1251
N 0.2800 1.7706 -0.6608
N -1.6895 0.9956 0.4867
O 2.1260 -0.3591 -1.1048
O 1.5267 2.0986 -1.0802
O -2.6903 0.4476 1.2152
O -2.1570 -1.8811 0.6616
C -0.4797 -2.5349 -0.6733
C 0.7080 -2.0870 -1.2765
C -0.3126 2.7565 0.0288
C -1.4600 2.2932 0.7397
C 1.6819 -2.8994 -2.0420
H 1.6983 -2.5582 -3.0863
H 1.3849 -3.9540 -2.0355
H 2.6835 -2.8009 -1.6088
C -0.9677 -3.9310 -0.5432
H -1.9858 -4.0017 -0.9555
H -0.9973 -4.2372 0.5123
H -0.3140 -4.6130 -1.0946
C 0.2677 4.1162 0.1983
C -2.1978 3.1127 1.7395
H 0.9678 4.3456 -0.6167
H 0.7952 4.1848 1.1661
H -0.5430 4.8582 0.2049
H -2.8382 2.4744 2.3608
H -2.8176 3.8625 1.2282
H -1.4874 3.6555 2.3782
H 1.8787 1.1654 -1.3424
H -2.5831 -0.5783 1.0143
C -1.6861 0.2059 -2.2844
H -1.2733 -0.6892 -3.1957
H -1.6733 1.1835 -2.7892
H -2.7166 -0.0750 -1.9944
O 0.8931 0.6551 -3.0934
H 0.3627 -0.0630 -3.5924
H 0.6256 1.5547 -3.4242
C 2.3773 0.7788 2.1225
P 0.8452 -0.2034 1.9406
C 1.5393 -1.8517 2.3459
C 0.0714 0.1806 3.5511
H 3.0634 0.5137 1.3101
H 2.8279 0.5668 3.0999
H 2.1339 1.8435 2.0300
H 2.0241 -1.8149 3.3293
H 0.7275 -2.5873 2.3501
H 2.2608 -2.1385 1.5739
H -0.8635 -0.3854 3.6306
H -0.1701 1.2484 3.5892
H 0.7596 -0.0914 4.3608
*
```

Results
Orbital gap (alpha / beta), eV: 7.0 / 7.3

Record 6
The following is a DFT calculation (the ωB97M-V functional and the def2-TZVPD basis) of a molecular structure, C12H29BrNbO5S2 at a distorted geometry.

Geometry as ORCA input:
```
! RIJCOSX wB97M-V def2-TZVPD def2/J DEFGRID3
* xyz -1 1
C 1.0662 -0.7164 -1.4275
C 0.6559 0.6427 -1.9586
C -0.6946 1.0764 -1.4650
O -1.6048 0.0332 -1.6369
C -2.8124 0.1710 -0.9024
Nb -4.4893 -1.1608 -1.6861
Br -5.7484 -1.3112 0.6160
H 2.1433 -0.7787 -1.3471
H 0.7199 -1.5183 -2.0626
H 0.6594 -0.8682 -0.4356
H 1.3796 1.3798 -1.6228
H 0.6969 0.6577 -3.0420
H -1.0355 1.9659 -2.0037
H -0.6251 1.3502 -0.4091
H -2.6091 -0.0604 0.1479
H -3.1198 1.2187 -0.9321
H -3.6988 -2.8320 -1.6216
H -5.9709 -1.8297 -2.5489
H -5.3483 0.3842 -2.2419
H -3.8120 -1.1286 -3.3322
C -4.5389 2.5192 4.8839
C -5.1266 1.4740 3.9244
C -4.4318 1.6413 2.5672
S -2.7955 2.3052 2.9260
O -2.6934 3.6388 2.3872
O -1.7669 1.3395 2.6581
C -3.0276 2.4429 4.7050
H -4.8283 2.3344 5.9178
H -4.8916 3.5153 4.6091
H -4.9383 0.4710 4.3098
H -6.2038 1.5852 3.8189
H -4.3450 0.6975 2.0392
H -4.9412 2.3636 1.9340
H -2.4881 3.3182 5.0574
H -2.6133 1.5403 5.1522
C 7.5228 -1.6091 -1.6005
C 6.8806 -3.0041 -1.6622
C 5.3820 -2.8329 -1.3788
S 4.9537 -1.1700 -1.9324
O 4.5811 -0.3853 -0.7882
O 4.1193 -1.2395 -3.0966
C 6.6162 -0.6939 -2.4178
H 8.5394 -1.6123 -1.9902
H 7.5603 -1.2627 -0.5662
H 7.0223 -3.4251 -2.6587
H 7.3344 -3.6901 -0.9493
H 4.7596 -3.5374 -1.9225
H 5.1541 -2.8813 -0.3168
H 6.7449 0.3651 -2.2112
H 6.7076 -0.8837 -3.4863
*
```

Results
Orbital gap, eV: 6.6

Record 7
The following is a DFT calculation (the ωB97M-V functional and the def2-TZVPD basis) of a molecular structure, C12H29ClILaN2P2Se at a distorted geometry.

Geometry as ORCA input:
```
! RIJCOSX wB97M-V def2-TZVPD def2/J DEFGRID3
* xyz 2 1
C -1.4063 0.0139 -0.6439
I 1.7163 0.4497 0.4379
H -0.7528 0.0752 -1.5122
H -2.0483 0.9208 -0.4565
H -2.0440 -0.9104 -0.7462
La 1.7335 -0.7366 -4.4670
P 0.3358 2.6462 -1.5925
C 0.0103 3.6180 -0.0945
C 2.0357 3.1812 -2.0093
H 1.9373 4.2514 -2.2143
H -0.1959 4.6494 -2.6220
H 2.3885 2.6829 -2.9252
H -0.5882 3.2475 -3.6940
H 0.7857 3.5225 0.6873
H 2.7024 3.0004 -1.1628
C -0.6631 3.6912 -2.6947
H -0.1101 4.6602 -0.3746
H -1.6719 3.6851 -2.2633
H -0.9472 3.2627 0.3329
P 0.3142 -3.2819 -1.5871
C -0.0565 -4.2749 -0.0995
C -0.7379 -4.2059 -2.7572
H 2.3351 -3.2246 -3.0291
H 1.9089 -4.8391 -2.3458
H 2.7074 -3.6161 -1.2790
C 2.0119 -3.7844 -2.1096
H -0.6387 -3.6703 -3.7224
H -0.3233 -5.1862 -2.7500
H -0.2166 -5.3224 -0.4028
H -0.9951 -3.9057 0.3342
H -1.7552 -4.1407 -2.3236
H 0.7079 -4.2444 0.6966
Cl 0.4782 -0.3541 -6.5528
C 1.7406 -0.2435 3.1795
N 0.4356 0.2280 3.5372
C 0.2433 1.0367 4.6342
C -1.0634 1.3533 4.6465
N -1.6055 0.9071 3.4538
C -3.0159 0.8470 3.2134
C -0.6064 0.3792 2.6789
Se -0.6311 -0.7308 1.0944
H 2.3762 -0.4805 4.0468
H 2.2927 0.5557 2.6126
H 1.5811 -1.1695 2.5965
H 1.0812 1.1464 5.2856
H -1.6107 1.7990 5.4375
H -3.5008 0.2027 3.9508
H -3.4413 1.8425 3.3433
H -3.2338 0.4660 2.2317
*
```

Results
Orbital gap (alpha / beta), eV: 6.2 / 4.7

Record 8
The following is a DFT calculation (the ωB97M-V functional and the def2-TZVPD basis) of a molecular structure, C12H29CoN4O9P at a distorted geometry.

Geometry as ORCA input:
```
! RIJCOSX wB97M-V def2-TZVPD def2/J DEFGRID3
* xyz 1 5
O -1.7170 -2.5615 -1.9919
H -1.5249 -3.4626 -2.2704
Co 0.0050 -0.0525 0.6573
N -1.3450 -1.0579 1.5931
N -1.5087 0.6668 -0.2155
N 1.6877 -0.5118 1.3342
N 1.2145 0.8749 -0.4894
O -1.1085 -1.7641 2.6073
O 1.7677 -1.4478 2.3318
O 0.8725 1.8370 -1.3494
O -1.5440 1.5684 -1.1455
C -2.6915 0.1120 0.0926
C -2.5549 -0.9904 0.9765
C 2.8239 -0.2270 0.6466
C 2.5579 0.7231 -0.3697
C -3.6210 -2.0372 1.0504
H -3.6442 -2.6427 0.1161
H -4.6331 -1.5877 1.1208
H -3.4684 -2.7153 1.9003
C -3.8695 0.6844 -0.5998
H -3.8178 0.5633 -1.6951
H -3.9147 1.7678 -0.4007
H -4.7899 0.2245 -0.2290
C 4.1736 -0.7836 0.9298
C 3.5101 1.6070 -1.0943
H 4.2672 -1.8766 0.8256
H 4.4982 -0.5317 1.9464
H 4.9207 -0.3604 0.2386
H 2.9636 2.4333 -1.5740
H 4.0970 1.0602 -1.8487
H 4.2240 2.0307 -0.3716
H 0.8056 -1.6170 2.5888
H -0.2492 1.8018 -1.3415
C -0.4847 -1.1062 -3.4595
H -1.4978 -1.4940 -3.2874
H 0.3280 -1.7000 -3.0242
H -0.3535 0.0229 -3.3376
O 0.1634 -1.5106 -0.2557
H -0.9726 -2.3541 -1.3466
H 0.9961 -1.5909 -0.7676
C 1.8309 0.8442 3.9963
O 1.3013 1.6948 2.9497
P -0.0649 1.3849 2.2076
O -0.5594 2.7465 1.5397
C 0.2408 3.9449 1.4969
O -1.1160 0.9273 3.2954
C -1.8616 1.7377 4.1913
H 2.9146 0.9810 3.9953
H 1.6595 -0.2188 3.8279
H 1.3533 1.0820 4.9517
H 0.5891 4.2126 2.4947
H 1.0873 3.8467 0.8176
H -0.4240 4.7190 1.1248
H -1.3038 1.8910 5.1050
H -2.1521 2.6849 3.7546
H -2.7544 1.1791 4.4188
*
```

Results
Expectation value of S²: 6.096
Orbital gap (alpha / beta), eV: 6.5 / 6.6